Molecular formula: C30H33BBr2N2O14S2Si2
Method: DFT, wB97M-V/def2-TZVPD

Properties
total charge	0
HOMO level	-8.79	eV
energy	-241476.1505	eV
ΔE to the lowest compared entry with this formula, charge and spin	180.3	kJ/mol
orbital gap	7.02	eV

Each line ends with the Mulliken charge.
Element x y z (Å)
C 5.79 0.39 0.03  -1.03
C 5.07 -0.64 0.98  -0.46
B 3.46 -0.67 0.83  0.30
O 2.86 0.14 -0.17  -0.57
Si 2.37 -1.78 2.05  0.86
O 1.94 -3.32 1.42  -0.55
Si 1.30 -3.21 -0.17  0.38
C -0.27 -4.24 -0.44  -0.51
C -1.63 -3.47 -0.18  -0.38
C -1.54 -2.29 0.87  -0.36
S -3.30 -1.79 1.25  -0.10
C -3.71 -0.51 0.02  -0.06
S -5.26 0.00 -0.22  -0.15
N -2.64 0.11 -0.76  0.38
C -2.06 1.37 -0.58  -0.11
C -0.99 1.55 -1.56  -0.55
N -0.97 0.36 -2.30  -0.30
C -1.93 -0.48 -1.84  -0.37
C 2.71 -3.57 -1.39  0.03
Br 3.84 -5.15 -0.95  -0.19
C 3.01 -2.84 -2.50  0.51
C 4.20 -3.14 -3.45  -1.32
Br 1.90 -1.29 -2.99  -0.10
H 5.25 0.60 -0.93  0.22
H 6.78 -0.07 -0.27  0.31
H 6.05 1.37 0.52  0.30
H 5.31 -0.37 2.05  0.30
H 5.43 -1.69 0.83  0.36
H 2.84 1.08 0.10  0.23
H 1.18 -1.01 2.43  -0.22
H 3.20 -2.05 3.25  -0.30
H 0.93 -1.79 -0.36  -0.11
H -0.23 -5.21 0.13  0.56
H -0.27 -4.53 -1.54  0.12
H -2.12 -3.17 -1.15  0.09
H -2.34 -4.23 0.27  0.36
H -1.07 -2.63 1.84  0.35
H -1.06 -1.36 0.48  0.01
H -2.33 2.12 0.19  0.48
H -0.31 2.42 -1.70  0.37
H -2.04 -1.48 -2.29  0.33
H 5.04 -3.70 -2.95  0.41
H 3.88 -3.63 -4.41  0.27
H 4.64 -2.15 -3.76  0.31
C -4.30 5.68 0.19  -0.99
C -4.46 6.99 -0.03  0.42
C -3.53 8.00 0.55  0.93
O -3.70 9.18 0.31  -0.60
C -2.44 7.52 1.40  -0.91
C -2.28 6.21 1.63  0.33
C -3.20 5.20 1.02  0.99
O -3.01 4.01 1.23  -0.61
O -1.29 5.74 2.41  -0.54
O -5.47 7.46 -0.79  -0.56
H -4.97 4.94 -0.23  0.45
H -1.78 8.26 1.84  0.43
H -1.39 4.77 2.41  0.29
H -5.36 8.43 -0.80  0.35
C -2.11 -5.25 -5.01  -1.15
C -3.02 -5.30 -5.99  0.44
C -3.37 -4.09 -6.80  0.95
O -4.19 -4.18 -7.69  -0.61
C -2.70 -2.83 -6.47  -0.76
C -1.78 -2.78 -5.49  0.36
C -1.42 -4.00 -4.70  0.78
O -0.57 -3.91 -3.83  -0.33
O -1.16 -1.63 -5.17  -0.55
O -3.67 -6.44 -6.29  -0.57
H -1.85 -6.12 -4.43  0.47
H -2.97 -1.96 -7.05  0.45
H -0.55 -1.86 -4.44  0.11
H -4.27 -6.21 -7.03  0.35
C 1.32 2.08 5.06  -1.00
C 1.06 3.12 5.86  0.46
C 1.73 3.27 7.18  0.85
O 1.48 4.24 7.87  -0.61
C 2.67 2.22 7.60  -0.87
C 2.93 1.19 6.80  0.22
C 2.28 1.05 5.46  0.89
O 2.55 0.10 4.75  -0.46
O 3.79 0.21 7.16  -0.59
O 0.18 4.07 5.50  -0.52
H 0.84 1.96 4.09  0.52
H 3.13 2.34 8.57  0.43
H 3.80 -0.42 6.41  0.33
H 0.17 4.71 6.25  0.35